The following is a quantum chemistry calculation of a 11-piece molecular cluster, C2H27NO10 overall in a non-equilibrium geometry, from OMol25.

## Properties
structure (SMILES): CNC.O.O.O.O.O.O.O.O.O.O
lowest unoccupied orbital energy: -0.013 Ha
energy above the lowest of the compared OMol25 structures with the same formula, charge and spin: 54.9 kcal/mol

Structure (ORCA input):
```
! wB97M-V def2-TZVPD RIJCOSX def2/J DEFGRID3
* xyz 0 1
C 0.07134 -0.05521 0.34688
N -0.14985 -1.41172 0.68942
C -1.20748 -2.01460 -0.14290
H 0.50651 0.50350 1.27819
H 0.70891 0.03736 -0.63274
H -0.90777 0.57549 0.00831
H -0.42380 -1.32114 1.81695
H -2.15533 -1.38605 -0.32686
H -1.58164 -2.92571 0.36228
H -0.63871 -2.49915 -1.03537
O -1.32910 0.18015 3.55735
H -0.59760 0.09719 4.05926
H -1.06083 0.79890 2.88486
O 3.34829 -0.00616 -0.11216
H 4.08176 -0.35887 0.23406
H 2.81887 -0.74184 -0.55530
O 2.40015 1.48434 -2.12383
H 1.77112 2.04125 -1.71586
H 2.76726 1.08196 -1.34153
O -0.48763 2.72588 -0.51812
H -0.88914 2.35940 0.31145
H -1.00744 2.32566 -1.20937
O -2.01260 1.35108 -2.33674
H -2.85733 1.08152 -1.87580
H -1.57574 0.46070 -2.27368
O -1.72191 2.36038 1.94318
H -2.66572 2.49790 2.39147
H -1.46274 3.30901 1.92157
O 2.16299 -2.28534 -0.76243
H 1.35990 -1.93950 -1.32530
H 1.66839 -2.89442 -0.19011
O -2.98944 0.44417 0.02194
H -3.76886 0.89079 -0.15660
H -3.00943 0.22125 1.11580
O 2.32002 -2.46829 2.02177
H 2.04547 -1.59350 1.80223
H 1.57103 -2.99804 2.01146
O -0.10882 -0.80164 -2.61782
H 0.16251 0.06492 -2.76526
H 0.35066 -1.26430 -3.42917
*
```



The following is a quantum chemistry calculation of C2H28O12 as an isolated structure in a non-equilibrium geometry, from OMol25.

## Properties
lowest unoccupied orbital energy: -0.014 Ha
energy above the lowest of the compared OMol25 structures with the same formula, charge and spin: 243.7 kcal/mol

Structure (ORCA input):
```
! wB97M-V def2-TZVPD RIJCOSX def2/J DEFGRID3
* xyz 0 1
O 1.86666 -1.71980 1.44451
H 1.92783 -0.82631 1.78239
H 1.76180 -1.61223 0.49917
O -3.00719 1.51706 -1.24220
H -3.04521 2.47346 -1.25166
H -3.30001 1.25660 -2.11550
O -0.90980 2.38018 -2.89588
H -1.72519 2.81815 -2.65182
H -0.66844 1.87308 -2.12074
O -1.77465 -1.66645 -1.75839
H -2.69110 -1.40031 -1.83264
H -1.30480 -0.85639 -1.56021
O -0.11462 0.99878 3.37037
H -0.98666 0.60724 3.32071
H 0.15721 0.86490 4.27834
O 2.86905 1.80517 0.53371
H 2.44086 0.94947 0.55932
H 3.43704 1.81246 1.30415
O 1.64857 -0.01462 -2.63658
H 1.98188 -0.85011 -2.96382
H 1.94146 0.62961 -3.28110
O 0.84807 -1.75616 -1.22035
H 1.68108 -2.15838 -1.46642
H 0.94641 -0.83470 -1.46012
O 1.98706 0.29822 2.90275
H 2.26378 0.96990 2.27946
H 1.19210 0.65302 3.30073
O -1.47807 -1.88562 1.95769
H -1.19104 -2.27374 1.13113
H -0.69002 -1.86743 2.50072
O -0.70260 -2.62273 0.11364
H -0.43490 -3.48195 -0.21241
H -0.37409 -2.00511 -0.53969
C -0.23349 0.42714 0.86579
C -0.23295 0.81407 -0.56611
O -1.42928 0.36715 -1.11759
H 0.76402 0.53858 1.29086
H -0.60955 -0.59285 0.94505
H -0.96113 1.09701 1.32398
H 0.59530 0.44414 -1.17045
H -0.23559 1.90392 -0.54827
H -2.20979 0.92552 -1.09249
*
```



The following is a quantum chemistry calculation of C2H2BO3 as an isolated structure in a non-equilibrium geometry, from OMol25.

## Properties
lowest unoccupied orbital energy: 0.137 Ha
energy above the lowest of the compared OMol25 structures with the same formula, charge and spin: 21.1 kcal/mol

Structure (ORCA input):
```
! wB97M-V def2-TZVPD RIJCOSX def2/J DEFGRID3
* xyz -1 1
B -1.11370 0.11755 0.10427
C -0.05244 -0.22875 1.03169
C 0.89588 -0.13352 -0.67664
O 1.40232 0.95015 -0.86771
O 0.67066 -0.36641 1.95821
O 1.15752 -1.25203 -0.99874
H -1.80975 -0.46422 -0.72015
H -1.15049 1.37723 0.16907
*
```



The following is a quantum chemistry calculation of C2H2Br2NO5SSn as an isolated structure in a non-equilibrium geometry, from OMol25.

## Properties
lowest unoccupied orbital energy: -0.201 Ha
energy above the lowest of the compared OMol25 structures with the same formula, charge and spin: 0.0 kcal/mol

Structure (ORCA input):
```
! wB97M-V def2-TZVPD RIJCOSX def2/J DEFGRID3
* xyz 1 1
Sn -0.10263 -1.64780 -0.92425
Br 2.97424 -0.47259 0.10613
C 2.39987 -0.90746 1.89890
Br 0.44335 -1.16935 1.97467
H 2.63350 -0.07141 2.54399
H 2.87241 -1.82556 2.22047
O 0.89296 3.05323 -0.22601
C 0.10911 2.23947 -0.44795
N -0.58464 1.24261 -0.63883
O -1.45728 -0.60309 -2.37958
S -2.42727 -0.15121 -1.34498
O -1.92586 1.32538 -0.96527
O -2.04722 -0.96473 -0.14384
O -3.78054 -0.04751 -1.67345
*
```



Number 1: orbital gap 8.45 eV, energy -899.405898 Ha, HOMO -0.3233 Eh. Number 2: orbital gap 8.31 eV, energy -995.491195 Ha, HOMO -0.3190 Eh. Number 3: orbital gap 7.06 eV, energy -328.006462 Ha, HOMO -0.1224 Eh. Number 4: orbital gap 9.33 eV, energy -6268.566412 Ha, HOMO -0.5434 Eh.